Entry 1:
{"formula": "C22H85O24Sr", "method": "wB97M-V/def2-TZVPD", "elements": ["Sr", "O", "C", "O", "O", "H", "C", "O", "H", "H", "H", "H", "C", "O", "H", "H", "H", "H", "C", "O", "H", "H", "H", "H", "C", "O", "H", "H", "H", "H", "C", "O", "H", "H", "H", "H", "C", "O", "H", "H", "H", "H", "C", "O", "H", "H", "H", "H", "C", "O", "H", "H", "H", "H", "C", "O", "H", "H", "H", "H", "C", "O", "H", "H", "H", "H", "C", "O", "H", "H", "H", "H", "C", "O", "H", "H", "H", "H", "C", "O", "H", "H", "H", "H", "C", "O", "H", "H", "H", "H", "C", "O", "H", "H", "H", "H", "C", "O", "H", "H", "H", "H", "C", "O", "H", "H", "H", "H", "C", "O", "H", "H", "H", "H", "C", "O", "H", "H", "H", "H", "C", "O", "H", "H", "H", "H", "C", "O", "H", "H", "H", "H"], "positions_angstrom": [[13.3293, 11.7339, 9.1641], [11.0374, 12.1407, 12.5981], [11.7837, 12.1800, 11.4990], [12.9058, 12.7650, 11.4665], [11.3187, 11.5303, 10.5088], [11.1820, 12.9078, 13.3009], [11.8139, 18.3400, 16.8203], [11.1657, 17.4225, 15.9685], [11.1378, 19.0553, 17.2216], [12.1143, 17.8153, 17.7661], [12.6817, 18.8302, 16.3235], [10.4433, 17.9119, 15.5175], [8.4173, 15.2759, 16.3465], [8.5226, 15.3969, 14.9070], [8.6016, 16.1825, 16.8363], [7.4847, 14.8674, 16.7391], [9.1366, 14.5418, 16.7112], [8.6174, 16.3409, 14.7003], [9.3561, 15.9043, 7.0022], [10.4659, 15.1670, 7.3563], [8.9357, 16.5632, 7.7987], [9.6258, 16.5048, 6.1415], [8.5656, 15.2580, 6.5949], [10.2160, 14.2953, 7.5903], [8.1949, 7.1130, 10.4185], [9.2775, 7.9749, 10.6400], [7.2738, 7.5152, 10.7981], [8.1935, 6.8661, 9.3512], [8.3262, 6.1007, 10.7940], [9.2521, 8.4151, 11.4956], [8.1181, 19.5258, 15.0489], [8.8886, 18.3784, 14.6786], [7.2319, 19.1867, 15.5405], [8.6068, 20.1769, 15.8107], [7.8221, 20.1135, 14.1846], [9.3455, 18.4412, 13.8359], [16.5172, 11.1254, 14.3987], [16.8982, 12.3246, 13.7241], [17.2843, 10.8606, 15.1969], [15.5864, 11.2912, 14.9214], [16.4184, 10.2794, 13.7278], [17.8465, 12.2925, 13.6955], [13.4079, 15.6100, 9.3635], [13.1466, 14.6062, 8.4034], [13.8174, 15.1270, 10.2799], [14.2438, 16.3026, 9.0302], [12.4511, 16.0824, 9.5762], [12.3615, 14.8477, 7.9174], [11.5637, 8.2494, 8.1123], [11.8005, 9.4387, 9.0565], [12.2366, 8.3738, 7.2854], [11.6897, 7.3236, 8.6558], [10.4976, 8.2360, 7.8822], [11.0702, 9.5483, 9.7014], [17.0339, 12.8160, 9.2638], [15.6413, 12.8046, 9.6484], [17.3579, 11.7725, 9.2938], [17.0707, 13.0646, 8.2446], [17.6874, 13.3976, 9.8572], [15.4937, 13.0728, 10.5660], [15.3898, 15.3418, 12.3114], [16.0571, 14.1435, 11.9283], [14.3152, 15.1472, 12.4764], [15.7684, 15.7829, 13.2842], [15.5465, 16.0697, 11.5545], [16.1609, 13.5620, 12.7200], [7.9416, 13.5225, 11.3190], [8.0896, 12.1491, 10.9499], [8.1064, 13.5205, 12.3886], [8.6334, 14.1453, 10.8342], [6.8479, 13.7640, 11.1241], [8.9781, 11.7941, 11.1422], [11.7822, 5.2215, 11.7704], [11.5732, 6.6750, 11.9397], [12.5318, 5.0246, 12.5300], [10.8617, 4.6930, 12.0997], [12.1288, 5.0099, 10.7617], [10.7758, 6.8825, 11.4264], [8.8825, 11.4256, 7.9867], [9.9013, 12.3257, 8.4717], [9.1189, 10.3806, 8.0985], [7.9664, 11.6629, 8.5504], [8.6771, 11.6248, 6.8660], [10.0167, 12.1800, 9.4526], [9.8707, 17.6878, 11.2642], [10.4775, 18.1439, 12.5082], [9.2883, 16.7777, 11.3718], [9.3072, 18.5678, 10.8515], [10.6941, 17.5070, 10.5755], [10.8913, 17.3753, 12.9537], [8.9305, 10.1424, 14.1306], [9.6658, 9.5024, 13.1529], [9.3879, 10.9722, 14.5771], [7.8865, 10.4783, 13.8369], [8.9167, 9.4346, 14.9078], [10.1409, 10.3064, 12.7266], [12.0400, 14.2876, 15.0206], [11.0455, 14.3177, 14.0125], [12.1876, 13.3441, 15.5448], [12.9822, 14.4215, 14.5110], [11.8221, 15.1630, 15.5616], [10.1736, 14.4400, 14.3624], [14.5969, 9.6447, 6.3797], [14.6518, 10.1629, 7.6967], [13.5098, 9.6955, 6.1037], [15.1515, 10.2790, 5.6751], [14.9045, 8.5920, 6.3297], [15.5342, 9.8890, 8.0945], [12.1567, 12.8740, 5.7315], [12.1206, 12.1548, 6.9401], [12.9597, 12.5332, 5.0753], [11.1969, 12.7823, 5.2320], [12.3560, 13.9409, 5.8814], [11.3113, 12.3380, 7.4131], [14.5538, 8.5130, 10.2935], [14.3860, 9.9102, 10.6134], [13.9172, 7.8653, 10.8609], [14.3547, 8.2707, 9.2702], [15.5756, 8.1194, 10.4400], [13.7254, 9.9557, 11.3345], [12.7697, 9.5343, 13.9917], [12.7007, 9.3240, 12.5552], [12.1492, 10.3934, 14.2384], [12.5217, 8.6766, 14.6473], [13.8094, 9.7119, 14.1667], [12.5806, 8.3787, 12.3065], [11.8533, 10.9621, 17.1635], [13.0886, 11.2035, 16.4918], [11.9390, 9.9883, 17.5911], [11.5415, 11.6203, 17.9886], [10.9777, 10.9817, 16.4943], [13.6938, 11.6537, 17.1478]], "energy_ha": -2725.35854, "homo_energy_ev": -11.94, "e_lumo_ev": -1.540, "charge": 1}

Entry 2:
{"formula": "C27H23AlClF6OP", "method": "wB97M-V/def2-TZVPD", "elements": ["C", "C", "C", "H", "C", "C", "H", "H", "H", "H", "Al", "Cl", "P", "C", "C", "H", "C", "H", "C", "H", "C", "H", "C", "H", "C", "C", "H", "C", "H", "C", "H", "C", "H", "C", "H", "C", "C", "H", "C", "H", "C", "H", "C", "H", "C", "H", "C", "C", "O", "C", "F", "F", "F", "C", "F", "F", "F", "H", "H", "H"], "positions_angstrom": [[0.9030, 2.4558, 3.2373], [0.8564, 2.3676, 1.8413], [-0.5304, 2.1891, 1.4454], [1.7232, 2.4250, 1.1863], [-1.2718, 1.9385, 2.6864], [-0.3799, 2.1866, 3.7613], [-0.6438, 2.2364, 4.8155], [1.7891, 2.7156, 3.8227], [-0.9653, 2.5778, 0.5282], [-2.3501, 1.8106, 2.7756], [-0.7048, 0.0849, 1.5787], [-2.6865, -0.6806, 1.2268], [-0.3153, 0.1698, -0.8799], [-1.4579, 1.2221, -1.8997], [-1.0309, 1.8548, -3.0794], [0.0287, 1.8860, -3.3372], [-1.9575, 2.4365, -3.9475], [-1.6082, 2.8829, -4.8753], [-3.3166, 2.4382, -3.6337], [-4.0415, 2.8825, -4.3183], [-3.7457, 1.8747, -2.4294], [-4.8032, 1.8862, -2.1599], [-2.8262, 1.2831, -1.5614], [-3.1682, 0.8354, -0.6234], [1.2940, 0.6485, -1.6518], [1.8380, 1.9180, -1.3670], [1.3460, 2.5761, -0.6474], [2.9788, 2.3679, -2.0320], [3.4021, 3.3353, -1.7603], [3.5509, 1.5955, -3.0460], [4.4154, 1.9725, -3.5939], [3.0095, 0.3460, -3.3461], [3.4338, -0.2568, -4.1445], [1.9156, -0.1468, -2.6297], [1.5239, -1.1391, -2.8596], [-0.5932, -1.4711, -1.6501], [-1.2673, -1.6359, -2.8681], [-1.7762, -0.7927, -3.3349], [-1.2730, -2.8860, -3.4919], [-1.7596, -2.9934, -4.4586], [-0.6614, -3.9830, -2.8863], [-0.6591, -4.9581, -3.3791], [-0.0567, -3.8384, -1.6328], [0.4040, -4.6917, -1.1327], [-0.0326, -2.5918, -1.0099], [0.4233, -2.4807, -0.0238], [1.8482, -0.7983, 4.2457], [0.5600, -1.4838, 3.8332], [-0.2973, -0.7138, 3.0795], [0.9592, -2.7189, 2.9587], [1.8017, -3.5761, 3.5945], [-0.0935, -3.4238, 2.4853], [1.6392, -2.2524, 1.8512], [-0.2724, -1.9135, 5.1213], [0.4373, -2.7420, 5.9557], [-0.5802, -0.7855, 5.8269], [-1.4379, -2.5187, 4.8145], [2.4117, -0.5212, 3.3502], [2.4330, -1.5050, 4.8378], [1.6383, 0.0991, 4.8319]], "energy_ha": -2761.22726, "homo_energy_ev": -8.01, "e_lumo_ev": 0.167, "charge": 0}

Entry 3:
{"formula": "CH5N2", "method": "wB97M-V/def2-TZVPD", "elements": ["C", "N", "N", "H", "H", "H", "H", "H"], "positions_angstrom": [[0.1789, 0.3509, 0.3121], [-1.0215, 0.7620, 0.2043], [0.8086, -1.3015, -0.2308], [0.9299, 0.5547, 1.0059], [-1.2981, 1.5473, 0.7760], [-1.6298, 0.3548, -0.6242], [1.7641, -0.8856, -0.3296], [0.2678, -1.3826, -1.1138]], "energy_ha": -150.24688, "homo_energy_ev": -16.72, "e_lumo_ev": -5.897, "charge": 1}

What frontier orbital gap values result from the calculations? In sequence: 10.396, 8.174, 10.826 eV.